Molecular formula: C5H12N2
Method: DFT, ωB97M-V/def2-TZVPD

Computed properties:
**Total charge**: 0
**SMILES**: [H]/N=C/C1CC1.CN
**Energy relative to the best compared isomer or geometry (same formula, charge and spin)**: 73.1 kcal/mol
**HOMO level**: -7.90 eV

Last column: Löwdin charge in e.
Element x y z (Å)
1 H 2.572 1.231 -0.649  0.04
2 N 1.566 1.189 -0.514  0.06
3 C 0.940 0.783 -1.568  -0.28
4 C -0.473 0.598 -1.614  -0.16
5 C -1.369 0.429 0.000  -0.02
6 C -1.396 1.578 -0.921  -0.22
7 H 1.460 0.527 -2.503  0.11
8 H -0.878 0.056 -2.458  0.11
9 H -2.139 -0.325 -0.060  0.08
10 H -0.945 0.607 0.974  0.07
11 H -2.339 1.748 -1.435  0.10
12 H -0.898 2.470 -0.554  0.11
13 C 0.420 -1.675 2.166  -0.19
14 N 0.464 -1.317 0.758  -0.09
15 H -0.007 -0.844 2.728  0.06
16 H 1.401 -1.897 2.606  0.06
17 H -0.225 -2.543 2.307  0.07
18 H 0.751 -2.084 0.164  0.07
19 H 1.092 -0.531 0.574  0.02



Molecular formula: C5H12N2
Method: DFT, ωB97M-V/def2-TZVPD

Computed properties:
**Total charge**: 0
**SMILES**: C/C(=C\N)CCN
**Energy relative to the best compared isomer or geometry (same formula, charge and spin)**: 75.2 kcal/mol
**HOMO level**: -7.73 eV

Last column: Löwdin charge in e.
Element x y z (Å)
1 C 0.660 1.586 0.574  -0.05
2 C 0.386 0.425 -0.474  -0.24
3 C 0.313 0.757 -1.814  -0.14
4 N 1.424 1.442 -2.515  0.00
5 C -0.421 -0.898 -0.098  -0.18
6 C -0.912 -0.866 1.337  -0.35
7 N -1.697 -2.071 1.713  -0.04
8 H 0.998 1.106 1.539  0.07
9 H 1.330 2.253 0.084  0.04
10 H -0.409 2.040 0.717  0.11
11 H -0.431 0.624 -2.610  0.11
12 H 1.680 0.721 -3.148  0.05
13 H 2.278 1.540 -2.014  0.05
14 H -1.288 -1.071 -0.689  0.09
15 H 0.289 -1.767 -0.174  0.12
16 H -1.463 0.001 1.558  0.08
17 H 0.030 -0.663 1.984  0.12
18 H -1.455 -2.246 2.780  0.11
19 H -1.310 -2.913 1.249  0.06



Molecular formula: C5H12N2
Method: DFT, ωB97M-V/def2-TZVPD

Computed properties:
**Total charge**: 0
**Energy relative to the best compared isomer or geometry (same formula, charge and spin)**: 217.4 kcal/mol
**HOMO level**: -7.67 eV

Last column: Löwdin charge in e.
Element x y z (Å)
1 C 1.135 -1.064 -0.257  -0.24
2 C 0.820 0.461 -0.727  -0.21
3 C -0.045 1.444 0.181  -0.17
4 N -1.929 -1.143 -0.070  0.07
5 C -2.132 -0.061 0.743  -0.29
6 C -1.495 1.230 0.766  -0.04
7 N 2.100 -0.918 0.861  -0.03
8 H 0.182 -1.379 0.260  0.08
9 H 1.580 -1.769 -0.895  0.08
10 H 1.827 0.746 -0.971  0.08
11 H 0.410 0.623 -1.719  0.06
12 H 0.103 2.318 -0.418  0.08
13 H 0.640 1.363 1.027  0.09
14 H -1.642 -0.793 -1.108  -0.07
15 H -1.465 -0.347 -1.846  0.20
16 H -2.818 -0.106 1.606  0.09
17 H -2.131 2.048 0.453  0.09
18 H 3.026 -1.170 0.471  0.08
19 H 1.836 -1.483 1.641  0.05



Molecular formula: C5H12N2
Method: DFT, ωB97M-V/def2-TZVPD

Computed properties:
**Total charge**: 0
**SMILES**: C[C@@H](N)C/C=C/N
**Energy relative to the best compared isomer or geometry (same formula, charge and spin)**: 50.6 kcal/mol
**HOMO level**: -7.91 eV

Last column: Löwdin charge in e.
Element x y z (Å)
1 C -0.514 1.806 -0.264  -0.08
2 C -0.177 1.026 1.029  -0.43
3 N -0.978 1.641 2.063  0.02
4 C -0.581 -0.529 0.695  -0.16
5 C 0.480 -1.138 -0.201  -0.16
6 C 0.422 -1.599 -1.453  -0.28
7 N 1.471 -2.211 -2.025  0.00
8 H 0.204 1.661 -1.064  0.06
9 H -1.399 1.363 -0.545  0.03
10 H -0.725 2.984 -0.209  0.12
11 H 0.777 0.816 1.362  0.09
12 H -0.420 2.357 2.488  0.07
13 H -0.992 0.928 2.759  0.05
14 H -1.565 -0.653 0.212  0.11
15 H -0.535 -1.006 1.694  0.10
16 H 1.361 -1.523 0.325  0.11
17 H -0.557 -1.490 -2.073  0.15
18 H 2.385 -1.705 -1.888  0.12
19 H 1.344 -2.727 -2.905  0.09



Molecular formula: C5H12N2
Method: DFT, ωB97M-V/def2-TZVPD

Computed properties:
**Multiplicity**: 2
**Total charge**: +1
**Energy relative to the best compared isomer or geometry (same formula, charge and spin)**: 38.8 kcal/mol
**HOMO level (alpha / beta)**: -13.52 / -15.15 eV
**<S²>**: 0.76

Last column: Mulliken spin population.
Element x y z (Å)
1 C 1.198 0.983 1.582  0.00
2 C 1.033 -0.509 1.341  0.01
3 C 1.115 -0.931 -0.214  -0.01
4 C -0.160 -0.240 -0.930  0.19
5 C -1.490 -0.614 -0.605  0.34
6 N -2.551 0.234 -0.741  0.16
7 N -0.028 0.492 -2.122  0.28
8 H 0.953 1.103 2.777  0.00
9 H 2.205 1.404 1.395  0.00
10 H 0.536 1.566 1.005  0.00
11 H 1.744 -0.992 1.941  0.00
12 H -0.013 -0.627 1.601  0.00
13 H 1.015 -2.037 -0.351  0.01
14 H 2.070 -0.545 -0.609  0.00
15 H -1.553 -1.497 0.056  0.02
16 H -2.405 1.106 -0.099  0.02
17 H -3.490 -0.195 -0.714  -0.01
18 H -0.759 1.126 -2.446  -0.01
19 H 0.579 0.174 -2.866  0.00



Molecular formula: C5H12N2
Method: DFT, ωB97M-V/def2-TZVPD

Computed properties:
**Multiplicity**: 2
**Total charge**: +1
**Energy relative to the best compared isomer or geometry (same formula, charge and spin)**: 133.8 kcal/mol
**HOMO level (alpha / beta)**: -13.83 / -13.85 eV
**<S²>**: 0.85

Last column: Mulliken spin population.
Element x y z (Å)
1 C -2.620 -0.057 0.379  0.05
2 C -1.130 -0.570 -0.131  0.01
3 C -0.084 0.349 0.550  0.02
4 C 1.388 -0.117 0.248  -0.04
5 C 2.082 0.820 -0.759  0.11
6 N 2.063 -0.193 1.475  0.94
7 N -1.018 -0.615 -1.450  -0.12
8 H 2.146 1.846 -0.396  0.00
9 H -2.522 1.001 0.601  0.00
10 H -2.798 -0.626 1.287  0.01
11 H -1.131 -1.612 0.236  -0.03
12 H -0.252 1.355 0.168  0.00
13 H -0.292 0.350 1.620  0.01
14 H 3.096 0.462 -0.936  -0.01
15 H 1.537 0.840 -1.702  0.00
16 H 1.313 -1.082 -0.279  0.05
17 H 3.055 -0.432 1.320  -0.01
18 H -3.353 -0.270 -0.391  0.00
19 H -1.478 -1.450 -1.838  0.01



Which formula does entry 4 have?
C5H12N2